[1]
A structure of composition C45H46N5O5SiTi. Source: the Open Molecules 2025 dataset; level of theory: the ωB97M-V functional and the def2-TZVPD basis.

Geometry (Å):
Ti: -0.7215 0.9209 0.5823
O: 2.6750 2.1688 4.7882
C: 1.3066 1.8656 5.1305
C: 1.0294 2.3929 6.5148
C: -0.1893 2.4533 7.0863
C: -1.4305 2.0447 6.4982
C: -1.7281 1.8212 5.1520
C: -0.9699 2.0952 4.0339
C: -1.5083 1.6861 2.7434
O: -1.2447 2.3714 1.6278
N: -2.3209 0.6230 2.6728
N: -2.4608 0.3335 1.3435
C: -3.5436 -0.0930 0.8181
C: -3.7922 0.1309 -0.5989
C: -5.0783 -0.0653 -1.1026
C: -5.4441 0.4145 -2.3450
C: -4.5128 1.1220 -3.0999
C: -3.2236 1.2996 -2.6302
C: -2.8424 0.7856 -1.4000
O: -1.5680 0.9186 -0.9686
H: 3.2291 1.5359 5.2598
H: 1.8907 2.7901 7.0462
H: -0.2448 2.8063 8.1120
H: -2.2573 1.9170 7.1900
H: -2.7187 1.4381 4.9373
H: -4.3508 -0.4055 1.4720
H: -5.8050 -0.5737 -0.4776
H: -6.4551 0.2755 -2.7083
H: -4.7930 1.5349 -4.0619
H: -2.4856 1.8528 -3.2010
O: 3.0831 -3.1572 3.6205
C: 2.8804 -3.3993 2.2120
C: 2.2382 -2.1711 1.6504
C: 3.0922 -1.0524 1.2007
C: 2.5809 -0.0530 0.4827
N: 1.1737 -0.1384 0.0954
C: 0.4533 -0.6347 1.3069
C: 0.9139 -2.0072 1.6597
C: 0.7135 0.3345 2.4326
C: 0.7373 -0.1784 3.7818
C: 1.0298 0.3876 4.9660
C: 1.2272 -0.5667 6.1248
O: 2.5017 -1.2372 6.0635
C: 0.4464 2.6756 4.0876
C: 1.1381 2.6218 2.7613
N: 1.1673 1.5722 2.0177
H: 3.6128 -3.8681 3.9954
H: 2.2403 -4.2692 2.0618
H: 3.8384 -3.5817 1.7200
H: 4.1448 -1.0519 1.4641
H: 3.1645 0.7700 0.0872
H: 0.2413 -2.7867 2.0033
H: 0.5394 -1.2446 3.8385
H: 0.4096 -1.2956 6.1466
H: 1.2341 -0.0447 7.0740
H: 2.6014 -1.6340 5.1887
H: 0.4169 3.7131 4.4248
H: 1.6043 3.5186 2.3673
C: 1.1868 -1.0404 -1.1430
Si: 0.1133 -1.0506 -2.7084
C: 0.2049 0.4420 -3.8878
N: 0.2137 1.8127 -3.3944
C: 0.1155 2.7776 -4.4826
C: 0.1553 4.1874 -3.9108
C: 1.5394 4.4844 -3.2961
C: 2.2575 3.1756 -2.9425
C: 1.2751 2.1333 -2.4264
C: -1.5346 -1.8691 -2.3644
C: -2.4227 -2.1532 -3.4096
C: -3.5980 -2.8568 -3.1833
C: -3.9047 -3.3024 -1.9015
C: -3.0327 -3.0352 -0.8539
C: -1.8618 -2.3201 -1.0854
C: 1.0891 -2.3753 -3.6578
C: 0.6536 -3.7034 -3.7437
C: 1.4202 -4.6802 -4.3718
C: 2.6480 -4.3514 -4.9299
C: 3.1074 -3.0414 -4.8520
C: 2.3363 -2.0728 -4.2216
H: 2.1801 -0.9036 -1.5668
H: 1.1751 -2.0815 -0.8151
H: -0.6838 0.3347 -4.5293
H: 1.0587 0.2517 -4.5553
H: -0.8246 2.6082 -5.0142
H: 0.9174 2.6467 -5.2300
H: -0.6188 4.2495 -3.1412
H: -0.0964 4.9138 -4.6841
H: 1.4198 5.0943 -2.3985
H: 2.1530 5.0549 -3.9941
H: 3.0352 3.3465 -2.1938
H: 2.7550 2.7713 -3.8278
H: 0.8267 2.5032 -1.5002
H: 1.8285 1.2295 -2.1771
H: -2.1904 -1.8233 -4.4219
H: -4.2718 -3.0647 -4.0093
H: -4.8196 -3.8549 -1.7191
H: -3.2622 -3.3803 0.1497
H: -1.2014 -2.1131 -0.2516
H: -0.3055 -3.9828 -3.3135
H: 1.0570 -5.7017 -4.4233
H: 3.2479 -5.1097 -5.4196
H: 4.0642 -2.7731 -5.2826
H: 2.7279 -1.0590 -4.1648

Calculated values
**Spin multiplicity**: 2
**Kohn-Sham gap (spin up / spin down)**: 5.717 / 4.987 eV
**LUMO energy (spin up / spin down)**: -0.247 / -0.856 eV
**E_HOMO (spin up / spin down)**: -0.2192 / -0.2147 Eh

[2]
A structure of composition C45H47AuN4O3P2S. Source: the Open Molecules 2025 dataset; level of theory: the ωB97M-V functional and the def2-TZVPD basis.

Geometry (Å):
Au: -0.0208 0.2548 -0.4244
O: 2.2071 -0.3875 1.7136
C: 3.4461 -0.5237 1.1491
C: 4.5028 -1.1016 1.8396
C: 5.7464 -1.1689 1.2348
C: 5.9421 -0.6581 -0.0427
C: 4.8715 -0.1254 -0.7350
C: 3.5935 -0.0813 -0.1615
P: 2.2672 0.6088 -1.1807
C: 2.6875 2.3668 -1.2607
C: 2.4054 3.1934 -2.3498
C: 2.7009 4.5453 -2.2949
C: 3.2651 5.0911 -1.1493
C: 3.5421 4.2820 -0.0608
C: 3.2531 2.9274 -0.1142
C: 2.4125 -0.1476 -2.8246
C: 3.1574 -1.3025 -3.0469
C: 3.1829 -1.8898 -4.3037
C: 2.4673 -1.3327 -5.3510
C: 1.6872 -0.2047 -5.1293
C: 1.6446 0.3677 -3.8712
C: 1.9784 0.2933 2.8858
C: 2.9589 0.8682 3.6677
C: 2.5697 1.5165 4.8362
C: 1.2367 1.5861 5.2077
C: 0.2687 1.0300 4.3844
C: 0.6306 0.3881 3.2066
P: -0.5311 -0.3314 2.0237
C: -0.6037 -2.0871 2.4746
C: 0.0881 -3.0084 1.6944
C: 0.1268 -4.3485 2.0582
C: -0.5240 -4.7717 3.2047
C: -1.2040 -3.8552 4.0020
C: -1.2337 -2.5204 3.6436
C: -2.1803 0.3456 2.4099
C: -2.3267 1.7283 2.5534
C: -3.5841 2.2933 2.6865
C: -4.7186 1.4922 2.6594
C: -4.5857 0.1204 2.5045
C: -3.3245 -0.4479 2.3831
H: 4.3458 -1.4840 2.8372
H: 6.5745 -1.6119 1.7701
H: 6.9211 -0.6828 -0.4964
H: 5.0268 0.2603 -1.7347
H: 1.9921 2.7956 -3.2647
H: 2.5055 5.1697 -3.1544
H: 3.4987 6.1463 -1.1131
H: 3.9868 4.7001 0.8302
H: 3.4732 2.3119 0.7465
H: 3.7198 -1.7613 -2.2467
H: 3.7708 -2.7821 -4.4616
H: 2.5073 -1.7800 -6.3340
H: 1.1031 0.2215 -5.9319
H: 0.9671 1.1955 -3.7030
H: 4.0003 0.8250 3.3922
H: 3.3276 1.9646 5.4623
H: 0.9509 2.0786 6.1238
H: -0.7756 1.1097 4.6553
H: 0.6011 -2.6814 0.7924
H: 0.6669 -5.0584 1.4492
H: -0.4922 -5.8137 3.4886
H: -1.6952 -4.1835 4.9060
H: -1.7427 -1.8135 4.2859
H: -1.4526 2.3687 2.5870
H: -3.6815 3.3603 2.8295
H: -5.6990 1.9318 2.7755
H: -5.4610 -0.5135 2.4978
H: -3.2411 -1.5226 2.2796
C: -3.4404 2.8999 -1.5497
C: -2.2306 2.2262 -0.9840
N: -2.0269 0.9614 -1.0531
O: -2.9525 0.1420 -1.6640
C: -1.2464 3.0064 -0.2284
C: -1.4953 4.4369 0.1314
N: -0.1837 2.4054 0.2335
O: 0.6576 2.8750 1.0036
H: -3.6289 2.5878 -2.5806
H: -3.3187 3.9778 -1.5672
H: -4.3231 2.6751 -0.9452
H: -3.6798 0.6910 -2.0019
H: -2.4280 4.5390 0.6906
H: -1.5751 5.0462 -0.7702
H: -0.6843 4.8296 0.7376
C: -4.6428 -2.3281 -0.3189
C: -3.3937 -3.0991 0.0690
N: -2.1565 -2.4429 -0.3439
C: -1.6085 -2.4694 -1.5511
S: -0.1175 -1.6385 -1.9038
N: -2.1558 -3.1729 -2.5352
C: -1.6235 -3.2861 -3.8987
C: -2.0804 -2.1477 -4.7887
H: -5.5283 -2.8850 -0.0203
H: -4.7015 -2.1558 -1.3935
H: -4.6624 -1.3537 0.1711
H: -3.4009 -4.1187 -0.3289
H: -3.3201 -3.2130 1.1509
H: -1.6686 -1.8905 0.3497
H: -3.0060 -3.6758 -2.3329
H: -1.9636 -4.2500 -4.2768
H: -0.5351 -3.3383 -3.8365
H: -3.1675 -2.0918 -4.8239
H: -1.7212 -2.3030 -5.8042
H: -1.6917 -1.1960 -4.4271

Calculated values
**Kohn-Sham gap**: 5.857 eV
**Total charge**: +2
**LUMO energy**: -7.037 eV
**E_HOMO**: -0.4739 Eh

Result set for calculated total energy: -96088.126, -92620.876 eV, one per record in the order listed.